Molecular formula: C6H10O
Method: DFT, ωB97M-V/def2-TZVPD

Its total energy is -309.75479 hartree. The frontier orbital gap is 9.541 eV. The SMILES is O/C=C\CC1CC1. Its energy relative to the best compared isomer or geometry (same formula, charge and spin) is 54.96 kcal/mol.

Last column: natural (NBO) charge in e.
Cartesian coordinates (Å):
O: -2.80 0.20 -0.86  -0.64
C: -1.85 0.54 -1.71  0.17
C: -0.55 0.51 -1.51  -0.38
C: 0.18 -0.53 -0.69  -0.43
C: 1.07 0.08 0.36  -0.22
C: 0.53 0.38 1.73  -0.42
C: 1.50 -0.75 1.54  -0.42
H: -1.96 0.13 -0.14  0.49
H: -2.27 0.93 -2.61  0.17
H: 0.06 1.09 -2.19  0.22
H: 0.80 -1.15 -1.37  0.22
H: -0.52 -1.23 -0.21  0.20
H: 1.81 0.79 -0.02  0.21
H: 0.87 1.28 2.23  0.22
H: -0.51 0.12 1.93  0.20
H: 2.51 -0.62 1.92  0.22
H: 1.12 -1.77 1.61  0.21